1.
# C4H5FeO2

A molecular structure, C4H5FeO2 at a distorted geometry (ωB97M-V with the def2-TZVPD basis set, the Open Molecules 2025 dataset).

Summary:
Lowest unoccupied orbital energy (alpha / beta) ... -5.5 / -5.6 eV
Total charge ... +1
HOMO level (alpha / beta) ... -11.927 / -12.438 eV
Spin multiplicity ... 5
Max |F| ... 5.709 eV/Å
Energy relative to the best compared isomer or geometry (same formula, charge and spin) ... 49.2 kcal per mole
DFT total energy ... -1569.03263 Ha

Last column: Mulliken charge in e.
Geometry (Å):
C1 2.2774 -0.7703 -0.9574  -0.23
C2 0.9288 -0.1640 -1.0827  -0.15
C3 0.5952 0.8132 -0.1932  -0.09
C4 -0.5662 1.2806 0.3710  0.07
O1 -1.7671 1.0914 -0.0565  -0.71
Fe1 -3.4009 1.5826 -0.0103  1.06
H1 2.8163 -0.4604 -0.0412  0.33
H2 2.9014 -0.3908 -1.7903  0.29
H3 1.2119 1.4442 -1.1228  0.21
H4 -0.4745 1.7335 1.3727  0.38
O2 2.1909 -2.1874 -0.9965  -0.48
H5 3.0785 -2.5529 -1.0455  0.32



2.
# C6H6ClF

A single C6H6ClF molecule at a distorted geometry (ωB97M-V with the def2-TZVPD basis set, the Open Molecules 2025 dataset).

Summary:
Lowest unoccupied orbital energy ... -0.1 eV
Structure (SMILES) ... CC1=C[C@@](F)(Cl)C=C1
HOMO level ... -9.027 eV
Max |F| ... 4.622 eV/Å
Energy relative to the best compared isomer or geometry (same formula, charge and spin) ... 29.5 kcal per mole
DFT total energy ... -792.20081 Ha

Last column: Mulliken charge in e.
Geometry (Å):
C1 0.6501 -1.6095 1.2635  -0.95
C2 0.2417 -0.4728 0.3717  0.61
C3 0.3428 0.8392 0.5315  -1.13
C4 -0.3326 1.6199 -0.6046  1.37
F1 -1.3019 2.4326 0.0104  -0.26
Cl1 0.8779 2.7335 -1.3518  -0.19
C5 -0.8117 0.5244 -1.4599  -0.95
C6 -0.5157 -0.7364 -0.9470  -0.41
H1 -0.1707 -2.3979 1.1878  0.32
H2 1.7526 -2.0884 1.0060  0.23
H3 0.6534 -1.2192 2.4703  0.25
H4 0.8770 1.3670 1.2865  0.41
H5 -1.6225 0.6743 -2.3059  0.26
H6 -0.6405 -1.6668 -1.4585  0.45



3.
# C4H10N3

A gas-phase ion, C4H10N3 (charge +1) at a distorted geometry (ωB97M-V with the def2-TZVPD basis set, the Open Molecules 2025 dataset).

Summary:
Lowest unoccupied orbital energy ... -3.3 eV
Total charge ... +1
Structure (SMILES) ... C[N@+]12CCNN1C2
HOMO level ... -14.564 eV
Max |F| ... 6.931 eV/Å
Energy relative to the best compared isomer or geometry (same formula, charge and spin) ... 134.7 kcal per mole
DFT total energy ... -322.24585 Ha

Last column: Mulliken charge in e.
Geometry (Å):
C1 -1.7563 0.3028 -0.5096  -0.79
N1 -0.5387 -0.1512 0.1176  0.48
C2 0.3300 0.9436 0.5696  -0.59
C3 1.6195 0.7282 -0.2855  -0.47
N2 1.8258 -0.6839 -0.0993  -0.28
N3 0.2335 -1.2057 -0.5019  -0.46
C4 -0.4625 -1.5471 0.6031  -0.09
H1 -2.6683 -0.3486 -0.6673  0.29
H2 -2.2419 1.0977 0.1122  0.39
H3 -1.6720 0.7757 -1.6110  0.31
H4 0.6557 0.7831 1.5850  0.26
H5 -0.3181 1.7719 0.5753  0.45
H6 1.4696 1.0844 -1.2786  0.33
H7 2.5258 1.3199 0.0584  0.39
H8 2.4724 -1.0274 -0.6821  0.24
H9 -1.4386 -2.1491 0.3330  0.27
H10 -0.0357 -1.6945 1.6809  0.28



What is the max |F| in the first record? 5.709 eV/Å